No. 1
C29H53BN6OPb | ωB97M-V with the def2-TZVPD basis set

Positions of all 91 atoms, in Å:
Pb: -0.49821 0.73372 -1.69896
C: 0.74298 -0.44031 -6.89139
C: 1.12998 -1.51472 -5.89541
C: 2.43544 -2.10774 -6.48109
C: 2.99457 -3.26520 -5.60620
C: 3.19808 -2.74564 -4.18407
C: 2.00483 -1.98800 -3.46685
N: 1.30770 -1.08260 -4.48821
O: 0.78083 0.17088 -4.02885
C: 2.77962 -1.19123 -2.30535
C: 1.00134 -2.92912 -2.75125
C: -0.07903 -2.60783 -5.83852
H: 0.64317 -0.78531 -7.92052
H: 1.36940 0.44796 -6.80975
H: -0.28161 -0.11621 -6.70899
H: 3.32656 -1.54657 -6.76235
H: 2.04135 -2.43439 -7.44342
H: 3.99328 -3.59745 -5.88954
H: 2.28221 -4.07826 -5.74617
H: 3.99861 -2.00606 -4.16725
H: 3.67885 -3.57083 -3.65870
H: 3.13981 -0.29882 -2.81717
H: 3.38160 -1.69370 -1.54823
H: 2.18029 -0.62828 -1.58982
H: 0.23298 -2.36230 -2.22549
H: 1.39024 -3.57091 -1.96069
H: 0.31851 -3.64168 -3.21395
H: 0.11577 -3.60125 -5.43445
H: -0.52988 -2.65374 -6.82985
H: -0.84536 -2.13802 -5.22199
B: -0.17507 -0.31922 0.58150
H: 0.02226 -0.80654 1.52375
H: -1.16867 -0.57006 0.24376
H: -0.09687 0.74441 0.74528
H: 0.58329 -0.64809 -0.11203
C: 0.80857 5.69075 1.24522
C: 2.05802 5.04166 1.70542
C: 2.90928 4.24613 0.67855
C: 2.18229 3.29144 -0.19678
N: 1.57840 2.51986 -0.83052
H: 0.00402 5.06744 0.85498
H: 0.98226 6.45880 0.49153
H: 0.35775 6.28527 2.03983
H: 1.84825 4.37955 2.54548
H: 2.63261 5.92054 1.99785
H: 3.40410 3.58329 1.38840
H: 3.68973 4.58978 -0.00035
C: -3.57201 -1.79460 1.54312
C: -3.48631 -1.36237 3.02711
C: -4.75230 -0.93149 3.64212
C: -5.75156 -1.93966 3.69302
N: -6.54963 -2.74677 3.71229
H: -2.56620 -1.96535 1.15931
H: -4.14624 -1.09502 0.93570
H: -4.26014 -2.61483 1.33866
H: -2.57551 -0.78900 3.19971
H: -3.13909 -2.19995 3.63209
H: -5.08418 -0.07235 3.05917
H: -4.65866 -0.43006 4.60539
C: -3.59795 5.17772 2.46140
C: -3.64033 3.64426 2.91058
C: -2.33674 2.95748 2.40521
C: -2.21930 2.57675 0.98402
N: -2.14292 2.32440 -0.20530
H: -4.58830 5.62466 2.37459
H: -3.12148 5.24599 1.48343
H: -2.99526 5.86100 3.05972
H: -4.39079 3.10887 2.32898
H: -3.85596 3.53026 3.97294
H: -2.37589 1.99108 2.90782
H: -1.35762 3.35132 2.67784
N: 1.77854 1.04228 2.36706
C: 3.13227 0.92432 2.42026
C: 3.57369 1.47550 3.59194
C: 2.43402 1.95478 4.21615
C: 1.34094 1.67957 3.47604
H: 1.15122 0.54577 1.75058
H: 3.61545 0.28209 1.69883
H: 4.57656 1.61835 3.96643
H: 2.57825 2.43447 5.17297
H: 0.26950 1.66643 3.61109
N: -0.36013 -2.99762 2.63084
C: -0.64956 -3.11164 3.96345
C: -0.97237 -4.42436 4.20753
C: -0.93110 -5.11179 2.98644
C: -0.52704 -4.19930 2.03204
H: -0.04699 -2.17970 2.12781
H: -0.57707 -2.24598 4.60514
H: -1.23653 -4.63445 5.23343
H: -1.31079 -6.09680 2.75846
H: -0.52828 -4.30605 0.95733

Cartesian forces (eV/Å) of the 2 atoms listed first:
Pb 1.43 -0.24 -1.79
C -1.38 0.97 0.72

Gap between HOMO and LUMO = 4.94 eV
Charge = 0
HOMO = -5.62 eV
Molecular weight = 719.796 g mol⁻¹
Strongest force on any atom = 7.241 eV/A
Spin multiplicity = 1
Electronic energy = -1757.893536 Eh



No. 2
C4H11NO3 | ωB97M-V with the def2-TZVPD basis set

Positions of all 19 atoms, in Å:
C: 0.09774 -1.06261 -0.14812
O: 0.65905 -1.71042 -1.19077
C: 0.76578 0.42178 0.00457
C: 0.26012 0.94302 1.35171
C: -1.10839 1.68821 1.29566
O: -1.69522 1.87994 2.48522
N: 2.18913 0.26618 -0.14564
H: 0.16979 -1.65245 0.80056
H: -0.96948 -0.83037 -0.29533
H: 0.27395 0.91060 -0.84133
H: 1.05334 1.42312 1.93483
H: 0.01071 0.09722 2.01296
H: -0.74163 2.65635 0.84429
H: -1.74056 1.07548 0.64324
H: 2.55978 -0.21267 0.67667
H: 2.34677 -0.49362 -0.81036
H: -1.40674 -1.10989 -2.72588
H: -0.15869 -1.85716 -2.33220
O: -0.95831 -1.88420 -3.05965

Cartesian forces (eV/Å) of the 2 atoms listed first:
C 0.62 0.70 -0.71
O 0.43 -0.19 0.14

Gap between HOMO and LUMO (spin up / spin down) = 7.42 / 5.10 eV
Charge = -1
HOMO (spin up / spin down) = -3.84 / -3.83 eV
Molecular weight = 121.136 g mol⁻¹
Strongest force on any atom = 3.408 eV/A
Spin multiplicity = 2
Energy relative to the best compared isomer or geometry (same formula, charge and spin) = 29.0 kcal per mole
Electronic energy = -439.403873 Eh



No. 3
C24H38B3BrN12O3S | ωB97M-V with the def2-TZVPD basis set

Positions of all 82 atoms, in Å:
S: 1.89076 1.78002 1.09025
B: 2.21893 1.13625 -0.58647
O: 1.31049 0.34227 -1.33914
B: 1.98548 -0.90239 -1.46126
O: 3.23529 -0.84397 -2.15283
B: 3.99959 0.06646 -1.39542
Br: 5.70223 -0.40196 -0.53426
O: 3.48379 1.37667 -1.19793
H: 0.53491 1.67363 1.24418
H: 1.55827 -1.88183 -0.96381
C: -0.83609 -2.23180 1.72459
C: 0.42417 -2.76784 1.22150
N: 1.41088 -3.19802 0.82046
H: -0.68823 -1.30237 2.27500
H: -1.53043 -2.02424 0.90987
H: -1.32557 -2.93371 2.39791
C: -1.86308 -4.04678 -1.91533
C: -2.80512 -3.10930 -1.31730
N: -3.55518 -2.37302 -0.85686
H: -2.07068 -4.16614 -2.97915
H: -0.83419 -3.70117 -1.80910
H: -1.92910 -5.02835 -1.44624
C: 0.26275 2.04493 -3.88450
C: -0.62464 3.08361 -4.39679
N: -1.32205 3.89960 -4.79867
H: 0.81101 2.38368 -3.00851
H: -0.29130 1.15342 -3.59555
H: 0.99680 1.74435 -4.63190
C: -1.33775 7.36610 -4.48984
C: -1.11396 8.80806 -4.47618
N: -0.93993 9.94122 -4.46776
H: -1.17618 6.94823 -5.48251
H: -0.66452 6.85344 -3.80392
H: -2.35592 7.11907 -4.19329
C: 6.86329 -4.63596 -1.30502
C: 7.61955 -3.58646 -0.63152
N: 8.20844 -2.75953 -0.09907
H: 6.27983 -5.22060 -0.59428
H: 6.16957 -4.21642 -2.03271
H: 7.51919 -5.32073 -1.83181
C: 7.16650 -4.00585 -5.28654
C: 7.36070 -5.24537 -4.54323
N: 7.51770 -6.21720 -3.95615
H: 7.42433 -3.13845 -4.67874
H: 7.78933 -3.98177 -6.17975
H: 6.12957 -3.89440 -5.60149
C: -0.06110 -4.54874 4.81063
C: 0.14983 -3.10557 4.80454
N: 0.31531 -1.97076 4.79828
H: 0.12426 -4.97686 3.82537
H: 0.60735 -5.04047 5.51601
H: -1.08355 -4.79609 5.09461
C: 2.61010 4.79560 -2.74208
C: 1.67497 5.72730 -2.12043
N: 0.94035 6.45884 -1.63132
H: 2.40473 4.67649 -3.80602
H: 3.63822 5.14094 -2.64294
H: 2.55294 3.80891 -2.28307
C: -5.59606 -2.53547 -3.90290
C: -4.33308 -3.11506 -4.34380
N: -3.33541 -3.56462 -4.68639
H: -5.45603 -1.51571 -3.54712
H: -6.32127 -2.50919 -4.71552
H: -6.02930 -3.11301 -3.08759
C: -1.71325 0.87977 5.73614
C: -1.57440 0.79462 4.28757
N: -1.46453 0.72677 3.14865
H: -1.13902 1.71368 6.13909
H: -2.74953 1.02295 6.02750
H: -1.35955 -0.02868 6.22115
C: -6.32318 1.49472 7.57582
C: -4.93854 1.13602 7.85045
N: -3.84732 0.85515 8.06811
H: -6.97663 0.62409 7.62514
H: -6.69192 2.22322 8.29820
H: -6.41987 1.93026 6.57463
C: -3.98557 4.06113 5.03177
C: -5.20648 3.29009 4.83050
N: -6.16337 2.67872 4.66762
H: -4.18478 5.13112 4.98837
H: -3.53971 3.84451 6.00297
H: -3.24500 3.82949 4.26654

Cartesian forces (eV/Å) of the 2 atoms listed first:
S -0.09 0.21 -0.37
B -0.84 0.84 -0.88

Gap between HOMO and LUMO = 10.43 eV
Charge = 0
HOMO = -10.45 eV
Molecular weight = 687.056 g mol⁻¹
Strongest force on any atom = 2.369 eV/A
Spin multiplicity = 1
Electronic energy = -4867.036200 Eh



No. 4
C4H12N2O | ωB97M-V with the def2-TZVPD basis set

Positions of all 19 atoms, in Å:
C: 1.78652 0.05865 0.75197
C: -0.39064 0.99644 1.32795
O: 1.73946 -1.18021 1.18862
H: 1.60668 -1.20894 2.14727
H: 2.03552 0.86738 1.42101
H: 1.89339 0.14428 -0.31686
H: 0.03353 1.85415 0.80869
H: -0.07154 0.99002 2.37155
H: -1.47913 1.12143 1.30870
C: -1.06217 0.56886 -1.84251
N: -0.97618 -1.41213 0.18398
C: -0.21071 -0.66781 -1.81204
N: -0.20061 -1.59350 -0.89997
H: -0.48763 -0.12817 0.81467
H: -0.75254 -2.19186 0.80136
H: 0.39326 -0.89221 -2.68719
H: -0.53162 1.46302 -1.49776
H: -1.38807 0.76995 -2.86629
H: -1.93752 0.44065 -1.20316

Cartesian forces (eV/Å) of the 2 atoms listed first:
C 0.36 0.48 -0.33
C -0.74 -0.40 -0.13

Gap between HOMO and LUMO (spin up / spin down) = 8.34 / 5.85 eV
Charge = 0
HOMO (spin up / spin down) = -7.89 / -6.77 eV
Molecular weight = 104.153 g mol⁻¹
Strongest force on any atom = 0.933 eV/A
Spin multiplicity = 1
Energy relative to the best compared isomer or geometry (same formula, charge and spin) = 160.8 kcal per mole
Electronic energy = -344.128820 Eh



No. 5
C6H6CsNaO2 | ωB97M-V with the def2-TZVPD basis set

Positions of all 16 atoms, in Å:
C: 1.88480 1.09447 -1.78511
C: 0.90477 1.45944 -0.93697
C: 0.77005 1.12983 0.48686
H: 1.90512 1.49808 -2.79996
H: 2.71867 0.45332 -1.48060
H: 0.09986 2.10157 -1.30702
H: 0.26709 1.87563 1.11078
C: 1.73344 0.46098 1.15227
O: 2.48545 -0.19967 1.71560
O: -1.68049 -2.11264 0.10044
C: -2.04730 -1.23548 0.84456
C: -1.93565 -0.16718 1.58163
Cs: -0.32813 -1.79416 -3.59321
Na: -2.14525 -4.37611 0.86344
H: -1.51766 -0.17581 2.58834
H: -3.11477 -0.01228 1.45897

Cartesian forces (eV/Å) of the 2 atoms listed first:
C -0.39 -0.11 0.08
C 0.13 -0.25 -0.52

Gap between HOMO and LUMO = 6.23 eV
Charge = +2
HOMO = -13.66 eV
Molecular weight = 266.007 g mol⁻¹
Strongest force on any atom = 4.712 eV/A
Spin multiplicity = 1
Electronic energy = -564.515238 Eh



No. 6
C6H28O8 | ωB97M-V with the def2-TZVPD basis set

Positions of all 42 atoms, in Å:
O: 0.13631 -0.06305 0.98699
H: 0.38008 -0.85569 1.48458
H: 0.55754 -0.18225 0.11861
O: 1.43325 -0.33188 -1.55720
H: 2.27056 0.14112 -1.62484
H: 1.02257 -0.22673 -2.43429
O: -1.72263 1.71420 2.38914
H: -2.46173 2.06280 1.88003
H: -1.05999 1.44947 1.72828
O: 1.16432 -2.85227 0.23536
H: 1.56866 -2.23993 -0.39939
H: 0.39749 -3.20619 -0.22789
O: 0.78525 -1.94871 3.74013
H: 1.66261 -1.70273 3.42441
H: 0.73328 -2.90065 3.59406
C: 3.72346 1.39563 0.18234
C: 4.70588 2.54025 0.18333
O: 4.22509 3.63150 0.98820
H: 4.01639 0.47871 -0.33115
H: 2.77133 1.72433 -0.24987
H: 3.45481 1.13296 1.20788
H: 4.97704 3.00058 -0.76317
H: 5.65011 2.21468 0.64315
H: 4.14001 3.31751 1.89387
C: -2.78500 -1.72620 0.88293
C: -4.24368 -2.09535 0.99157
O: -4.77559 -1.74016 2.27448
H: -2.27544 -1.87211 1.84342
H: -2.65592 -0.65340 0.74097
H: -2.21679 -2.35078 0.19705
H: -4.40204 -3.17413 0.86226
H: -4.83653 -1.61210 0.20685
H: -5.68155 -1.45283 2.15258
C: -1.80824 0.26391 -2.97363
C: -0.94970 1.48824 -2.76246
O: 0.33420 1.41627 -3.40381
H: -2.39955 0.30616 -3.88802
H: -2.57649 0.27460 -2.18897
H: -1.25444 -0.66040 -2.81845
H: -0.77106 1.65350 -1.70318
H: -1.44737 2.37706 -3.15887
H: 0.21348 1.26406 -4.34727

Cartesian forces (eV/Å) of the 2 atoms listed first:
O 0.25 0.04 -0.21
H -0.23 0.06 0.06

Gap between HOMO and LUMO = 10.24 eV
Charge = 0
HOMO = -9.99 eV
SMILES = CCO.CCO.CCO.O.O.O.O.O
Molecular weight = 228.282 g mol⁻¹
Strongest force on any atom = 1.547 eV/A
Spin multiplicity = 1
Energy relative to the best compared isomer or geometry (same formula, charge and spin) = 50.1 kcal per mole
Electronic energy = -847.270080 Eh



Which of these has the highest electronic energy?
C4H12N2O